No. 1
Formula: C3H6N2O
Source: the OMol25 dataset
Level of theory: ωB97M-V/def2-TZVPD

Summary:
Energy relative to the best compared isomer or geometry (same formula, charge and spin) ... 88.5 kcal per mole
SMILES ... ON=C1CNC1
Highest occupied orbital energy ... -9.22 eV
Frontier orbital gap ... 10.28 eV
Lowest unoccupied orbital energy ... 1.1 eV
Calculated total energy ... -302.552009 a.u.

Geometry as ORCA input:
```
! RIJCOSX wB97M-V def2-TZVPD def2/J DEFGRID3
* xyz 0 1
O 2.2634 -0.6839 1.0256
N 1.5148 0.3779 0.5386
C 0.3811 0.1348 0.0749
C -0.6201 1.1273 -0.4331
N -1.6100 0.0186 -0.4101
C -0.5661 -0.9988 -0.1188
H 2.9371 -0.0547 1.2684
H -0.3737 1.5286 -1.4261
H -0.8561 1.9645 0.2354
H -2.0599 -0.1215 -1.3040
H -0.2790 -1.6499 -0.9544
H -0.7507 -1.6102 0.7695
*
```

=====

No. 2
Formula: C7H15N
Source: the OMol25 dataset
Level of theory: ωB97M-V/def2-TZVPD

Summary:
Highest occupied orbital energy (spin up / spin down) ... -5.68 / -10.45 eV
Frontier orbital gap (spin up / spin down) ... 6.62 / 9.22 eV
Lowest unoccupied orbital energy (spin up / spin down) ... 0.9 / -1.2 eV
Calculated total energy ... -330.243002 a.u.

Geometry as ORCA input:
```
! RIJCOSX wB97M-V def2-TZVPD def2/J DEFGRID3
* xyz 0 3
C 3.0738 0.1966 -0.2661
C -1.9257 -0.3232 -0.6459
C -0.9139 -1.6222 1.0020
C 0.4267 0.8641 1.5090
C 0.4267 1.6265 -0.9027
C -0.5323 -0.8401 -0.1874
C 0.3941 0.4190 0.0850
N 2.2341 -0.6854 -0.0474
H 4.1523 -0.0011 -0.2961
H 2.9671 1.3050 -0.3885
H -1.8345 0.3588 -1.4380
H -2.4008 0.2485 0.1311
H -2.5196 -1.1837 -0.9840
H -1.6924 -1.1103 1.5681
H -1.2141 -2.6178 0.7465
H -0.1086 -1.8279 1.6767
H 1.1878 1.5973 1.6408
H 0.6739 0.1079 2.2082
H -0.6284 1.1435 1.7922
H 0.3323 2.4864 -0.3395
H 1.3466 1.8296 -1.4810
H -0.3267 1.6119 -1.6651
H -0.0501 -1.5504 -0.9724
*
```

=====

No. 3
Formula: C42H54AsBN11O2S4W
Source: the OMol25 dataset
Level of theory: ωB97M-V/def2-TZVPD

Summary:
Highest occupied orbital energy (spin up / spin down) ... -3.83 / -3.83 eV
Frontier orbital gap (spin up / spin down) ... 4.69 / 4.69 eV
Lowest unoccupied orbital energy (spin up / spin down) ... 0.9 / 0.9 eV
Calculated total energy ... -6306.231840 a.u.

Geometry as ORCA input:
```
! RIJCOSX wB97M-V def2-TZVPD def2/J DEFGRID3
* xyz -1 1
W 0.4210 0.6092 0.3207
C -2.7885 0.4505 -4.2577
C -2.6079 0.8548 -2.8259
C -3.1600 1.9538 -2.2281
C -2.7144 1.9516 -0.9056
N -1.8627 0.9245 -0.7337
N -1.8609 0.2142 -1.9142
B -1.3110 -1.2319 -2.1892
N 0.2162 -1.2486 -2.4950
N 1.2636 -0.8640 -1.6729
C 2.3804 -1.0767 -2.3745
C 2.0531 -1.6119 -3.6306
C 0.6915 -1.6934 -3.6782
C -0.1150 -2.2023 -4.8387
C 3.8230 -0.8330 -1.9429
C 4.7693 -1.4253 -2.9956
C 4.0865 -1.5327 -0.6084
C 4.1464 0.6672 -1.8276
N -1.7858 -2.2995 -1.1661
N -1.2947 -2.3950 0.0755
C -1.7564 -3.5009 0.5986
C -2.6394 -4.1406 -0.3095
C -2.6208 -3.3491 -1.4371
C -3.3973 -3.5602 -2.7049
C -1.3180 -4.0249 1.9525
C -0.5850 -5.3598 1.7335
C -0.3627 -3.0454 2.6636
C -2.5498 -4.2899 2.8349
C -3.2558 3.0206 0.0628
C -3.3268 2.5975 1.5262
C -4.7108 3.3166 -0.3606
C -2.4505 4.3295 -0.0716
H -3.4227 1.1912 -4.7447
H -3.2526 -0.5303 -4.3655
H -1.8304 0.4293 -4.7803
H -3.8156 2.6722 -2.7006
H -1.8303 -1.5717 -3.2044
H 2.7324 -1.8982 -4.4196
H 0.5785 -2.5169 -5.6193
H -0.7698 -1.4379 -5.2567
H -0.7353 -3.0578 -4.5714
H 4.5899 -2.4952 -3.1565
H 5.7972 -1.3027 -2.6402
H 4.6825 -0.9032 -3.9557
H 4.1514 -2.6203 -0.7394
H 3.2816 -1.3297 0.0896
H 5.0272 -1.1778 -0.1687
H 3.7380 1.2363 -2.6654
H 5.2374 0.8002 -1.8123
H 3.7488 1.0828 -0.9382
H -3.1877 -5.0670 -0.1789
H -4.0270 -4.4450 -2.5826
H -2.7538 -3.7215 -3.5701
H -4.0460 -2.7099 -2.9289
H 0.3096 -5.2080 1.1194
H -1.2242 -6.0880 1.2268
H -0.2753 -5.7805 2.6990
H 0.1764 -2.4152 1.9309
H 0.3824 -3.5908 3.2521
H -0.9064 -2.3857 3.3468
H -3.1790 -5.0891 2.4300
H -3.1609 -3.3842 2.9215
H -2.2284 -4.5849 3.8428
H -4.0715 1.8014 1.6615
H -3.6378 3.4604 2.1273
H -2.3675 2.2613 1.9087
H -5.2883 2.3957 -0.5121
H -4.7568 3.9118 -1.2776
H -5.1912 3.9005 0.4326
H -2.1860 4.5471 -1.1075
H -1.5241 4.2932 0.4857
H -3.0511 5.1686 0.3221
O 2.2402 1.0008 0.4064
N 1.8853 0.7364 1.7563
N 1.9279 -0.6535 1.9224
O 1.1133 -1.1683 0.9283
C 2.8778 -1.3850 2.6206
C 2.8602 -2.7788 2.5888
C 3.7880 -3.4873 3.3469
C 4.7368 -2.8310 4.1234
C 4.7529 -1.4395 4.1275
C 3.8347 -0.7075 3.3875
H 2.1345 -3.2816 1.9599
H 3.7680 -4.5713 3.3220
H 5.4638 -3.3927 4.7013
H 5.4990 -0.9087 4.7117
H 3.8589 0.3774 3.3684
S 3.1973 3.9165 -0.1493
As 1.1619 3.5814 -0.5030
S 0.0501 2.8548 1.2888
S 0.6704 1.9230 -1.8451
S 0.4509 5.4080 -1.2568
N -4.7910 -0.3339 5.3790
C -5.3007 -0.4690 6.6507
C -6.6024 -0.5994 7.1422
C -6.7328 -0.7346 8.5058
C -5.6045 -0.7450 9.3559
C -4.3257 -0.6048 8.8544
C -4.1778 -0.4567 7.4747
N -3.0210 -0.2987 6.7093
C -3.4404 -0.2287 5.4927
C -2.5696 -0.0625 4.2910
C -1.2656 0.3404 4.4227
C -0.4844 0.4801 3.2839
N -0.9369 0.2205 2.0726
C -2.1702 -0.1758 1.9475
C -3.0267 -0.3189 3.0384
H -5.3170 -0.2141 4.5310
H -7.4685 -0.5916 6.4910
H -7.7229 -0.8407 8.9339
H -5.7487 -0.8664 10.4215
H -3.4551 -0.6081 9.5011
H -0.8520 0.5613 5.3998
H 0.5267 0.8402 3.3517
H -2.5093 -0.3795 0.9506
H -4.0442 -0.6469 2.8464
*
```

=====

no.,strongest force on any atom (hartree/bohr)
1,0.035
2,0.082
3,0.055